[1]
This record from the OMol25 dataset describes 2 unconnected molecules or ions with the total composition C5H10O. The level of theory is ωB97M-V/def2-TZVPD.

```
16
Properties=species:S:1:pos:R:3:forces:R:3
H 1.09704 0.02690 2.44825 -0.10 -0.05 -0.10
C 1.54063 -0.51640 0.37937 0.00 -0.04 -0.04
C 0.57463 -0.24829 1.52525 0.29 0.03 0.09
H 2.17366 0.35588 0.16759 -0.10 -0.10 0.04
C -0.81913 0.28807 1.32993 -0.09 -0.25 0.09
H -1.23105 -1.89964 1.85824 0.07 0.13 -0.03
O -0.68225 1.63076 -1.25228 0.27 0.08 0.09
C -0.90458 0.43761 -1.97560 -0.14 -0.28 -0.27
H 0.12456 1.51272 -0.73440 -0.13 0.07 -0.10
C -0.73814 -0.96331 1.64608 -0.08 0.18 -0.03
H -1.02848 -0.43175 -1.31449 -0.02 0.17 -0.11
H 1.01535 -0.79431 -0.54101 0.06 0.05 0.16
H -0.09157 0.22812 -2.68561 -0.13 0.04 0.10
H 2.21420 -1.34492 0.62869 -0.08 0.12 -0.01
H -1.41442 1.14642 1.05859 0.08 -0.16 0.08
H -1.83046 0.57215 -2.53858 0.12 0.00 0.04
```
Forces are in eV/Å.

Summary:
frontier orbital gap = 10.6 eV
energy = -271.6308 Eh
structure (SMILES) = CC1C=C1.CO
total charge = 0
HOMO level = -0.35044 Eh
E_LUMO = 0.0390 hartree
energy above the lowest of the compared OMol25 structures with the same formula, charge and spin = 319.8 kJ/mol

---

[2]
This record from the OMol25 dataset describes C5H3ClOS in the gas phase. The level of theory is ωB97M-V/def2-TZVPD.

```
11
Properties=species:S:1:pos:R:3:forces:R:3
C -2.00755 0.05824 0.00920 -4.17 -1.29 -0.24
Cl -0.68245 2.36063 -0.00743 -0.04 -1.01 -0.04
C 1.82116 0.09961 0.00617 -2.25 0.09 -0.30
H -4.12286 -0.82140 -0.07075 0.23 0.22 0.07
S 2.52190 1.54793 -0.02161 0.37 0.49 0.19
H 3.42366 -0.89805 0.17188 -0.92 0.05 -0.51
C 0.34922 -0.23801 0.00968 -0.15 1.75 -0.28
C -0.74177 0.59518 -0.01926 3.20 0.38 0.35
C -3.15437 -0.36593 -0.02041 2.02 0.49 0.03
O 2.46767 -1.04457 -0.04149 1.68 -1.07 0.65
H 0.12540 -1.29363 -0.01597 0.02 -0.09 0.08
```
Forces are in eV/Å.

Summary:
frontier orbital gap = 8.1 eV
energy = -1125.8466 Eh
structure (SMILES) = C#C/C(Cl)=C/C(O)=S
total charge = 0
HOMO level = -0.32984 Eh
E_LUMO = -0.0337 hartree
energy above the lowest of the compared OMol25 structures with the same formula, charge and spin = 183.6 kJ/mol

---

[3]
This record from the OMol25 dataset describes C4H7NO in the gas phase. The level of theory is ωB97M-V/def2-TZVPD.

```
13
Properties=species:S:1:pos:R:3:forces:R:3
H -0.39431 -1.43665 1.24639 0.08 0.05 -0.16
C 0.31519 -1.08040 0.49720 0.06 -0.22 0.12
C 0.49098 0.40137 0.43981 0.01 0.22 0.10
C -1.62027 -0.13662 -0.71542 -0.19 0.03 -0.02
H -0.11354 0.96435 1.15478 0.12 -0.05 -0.09
H -1.82881 0.64022 -1.45603 -0.02 -0.08 0.11
H 1.13921 -1.75815 0.28553 -0.09 0.17 0.04
O 2.55816 1.50260 0.89880 -0.35 -0.15 -0.35
N -0.18459 -0.31373 -0.61683 -0.03 0.01 -0.07
H 2.00128 1.08355 -1.00566 0.08 -0.09 0.09
C 1.79486 1.04347 0.08357 0.22 0.10 0.30
H -2.08008 0.16040 0.24228 0.06 -0.11 -0.11
H -2.07808 -1.07042 -1.05441 0.05 0.14 0.03
```
Forces are in eV/Å.

Summary:
frontier orbital gap = 10.6 eV
energy = -286.5464 Eh
structure (SMILES) = CN1C[C@H]1C=O
total charge = 0
HOMO level = -0.35541 Eh
E_LUMO = 0.0341 hartree
energy above the lowest of the compared OMol25 structures with the same formula, charge and spin = 223.7 kJ/mol

---

[4]
This record from the OMol25 dataset describes a molecular structure, C43H48O4PtSb2. The level of theory is ωB97M-V/def2-TZVPD.

```
98
Properties=species:S:1:pos:R:3:forces:R:3
H 3.40784 -1.73902 -0.30835 0.02 0.00 -0.04
H 1.53172 -1.77423 2.96038 0.01 0.00 0.00
H 0.84823 -2.10792 -4.72054 -0.04 -0.01 -0.01
C 0.94487 -3.81107 2.62740 -0.01 -0.01 0.02
Sb 2.01029 0.35750 -2.64463 -0.10 0.03 0.05
C -1.28526 0.87082 5.83711 0.00 0.00 0.00
C -4.61017 0.86147 0.23007 0.01 0.00 -0.01
H 2.43821 -3.67063 -1.37992 0.01 0.04 -0.01
H 0.09398 -5.73208 2.16745 0.00 0.00 0.00
O -2.65581 2.01033 1.09629 0.03 0.01 0.04
C -1.85625 -0.27582 5.30115 -0.03 0.01 0.00
H -0.81621 5.21557 3.75062 0.00 0.00 0.00
H 0.55299 -3.83592 -4.58413 0.04 -0.02 0.01
C -0.73193 3.98334 2.00554 0.00 -0.02 -0.02
H 0.65222 1.17958 -4.83305 0.02 -0.02 0.02
C -3.53398 0.92839 1.30717 -0.02 -0.03 -0.01
H 3.90565 -0.17383 -4.39002 -0.01 0.05 0.05
C -0.40982 1.61870 5.06558 0.00 0.00 0.00
H 2.36799 -0.71645 -5.04461 -0.01 0.01 0.02
O 0.91854 0.18001 1.49301 0.15 -0.03 0.21
H -1.93219 -4.28305 -3.26006 0.01 0.01 0.00
O 0.38731 1.88150 -0.88968 0.10 -0.10 -0.03
H 0.05151 2.51054 5.47135 0.00 0.00 0.00
H 1.64385 5.27045 4.05275 0.00 0.00 0.00
C -0.25749 -1.87998 1.80401 -0.02 0.01 -0.03
C -2.45808 3.89226 -1.23387 -0.01 0.00 0.02
H 2.09336 2.86792 0.54292 0.00 -0.01 0.00
C 1.44930 3.35749 1.26237 0.00 0.00 -0.01
H 4.63548 -5.83477 -3.37338 0.00 0.00 0.00
C 1.05667 -2.99000 -4.11588 -0.14 -0.05 0.00
C 3.02086 -0.77817 -4.17372 0.01 -0.15 0.00
C 4.77395 -2.46910 -3.60679 -0.02 0.02 0.03
C -4.13132 1.06627 2.68991 0.01 -0.03 -0.01
C -0.58175 5.47708 -2.51558 0.00 0.00 0.00
H -1.51382 1.17150 6.85202 0.00 0.00 0.00
H 2.26478 -5.36430 -3.83161 0.00 0.00 0.00
H -4.66459 0.15430 2.95824 0.00 0.00 0.00
C -1.07377 -4.11520 1.37706 0.01 0.00 -0.01
C 4.30602 -4.81301 -3.50978 0.03 0.00 0.02
H 5.48140 -1.64930 -3.55154 0.00 0.00 0.00
H -3.20680 3.30073 -0.72604 0.00 0.00 -0.01
H -4.83365 1.90073 2.69959 0.00 0.00 0.00
H 0.12212 2.08035 -3.35293 0.00 0.02 0.04
C 1.20610 4.72195 3.22812 0.00 0.00 0.01
C 0.07138 3.27762 1.10974 0.01 -0.02 -0.03
H 1.78389 -4.22248 3.17460 0.00 0.00 0.00
H 4.19256 -0.27098 0.29029 0.02 -0.03 0.00
C 5.21330 -3.76638 -3.41060 -0.01 -0.01 0.00
C -0.17147 4.68858 3.05808 0.01 0.00 0.00
H 6.25509 -3.96021 -3.19356 0.00 0.00 0.00
H -0.41918 0.41749 -3.61856 -0.03 0.04 -0.04
O -2.71967 -0.24869 1.20105 -0.01 0.03 0.07
H 3.09320 4.09695 2.42098 0.00 0.00 0.00
H -5.23755 1.75244 0.27115 0.00 0.00 0.00
H 0.59368 1.80346 3.18023 0.01 -0.01 0.00
C -1.21566 -4.44926 -2.45700 -0.12 0.07 0.03
H -2.53371 -0.87592 5.89617 0.00 0.00 0.00
H -2.01828 -1.55031 3.59440 -0.01 0.00 0.00
C 3.43630 -2.19262 -3.88541 0.01 0.05 -0.02
Sb 0.01554 -2.71076 -2.17451 0.23 -0.05 -0.07
C -1.41091 0.08767 0.72792 0.04 -0.02 0.00
C 1.45324 -3.67096 -0.91771 -0.03 0.00 -0.02
H -3.34577 1.25153 3.41773 0.03 -0.01 0.02
C -0.00159 -4.65866 2.06269 -0.01 -0.01 0.04
C -1.20262 -2.73444 1.24495 0.02 -0.02 -0.06
C -1.93586 5.69307 -2.74932 0.00 0.00 0.00
H -3.92559 5.06309 -2.26795 0.00 0.00 0.00
C -0.10871 1.23027 3.76609 -0.02 0.01 0.00
H 1.13808 -4.69800 -0.73927 0.02 0.00 -0.02
C 2.51033 -3.24266 -3.95408 0.07 -0.02 0.08
H 1.49809 -3.13730 0.02859 -0.02 -0.02 -0.01
H -2.07184 -2.33527 0.73920 0.01 0.00 0.00
C -1.65237 1.52741 0.22028 0.01 0.01 -0.02
C -0.53975 2.54631 -0.09685 -0.09 0.01 0.06
C -1.56475 -0.65626 4.00121 -0.01 0.02 -0.01
H -1.75758 -4.65294 -1.53478 0.00 0.01 -0.01
C 2.97513 -4.54695 -3.77447 -0.03 0.02 -0.05
C 2.01564 4.06232 2.31690 0.01 0.00 -0.01
H -5.23443 -0.01663 0.39576 0.00 0.00 0.00
H 0.15886 6.09782 -3.00501 0.00 0.00 0.00
C -0.69676 0.09938 3.21449 0.00 0.02 -0.05
H 0.87570 4.30973 -1.46311 0.00 0.00 0.00
H -2.10614 1.35668 -0.76819 0.03 0.01 0.00
H -0.58308 -5.30318 -2.69807 0.04 0.03 0.00
C -1.10851 3.66308 -1.00163 0.01 0.00 -0.05
C -0.34873 -0.34007 1.78268 -0.10 0.08 0.01
H 3.08992 -1.18309 1.33735 -0.06 0.02 0.03
C 3.26650 -0.85516 0.31455 -0.05 0.05 -0.12
H -2.25677 6.47718 -3.42316 0.00 0.00 0.00
C 0.40193 1.11903 -3.77504 0.01 -0.03 -0.06
H -1.82757 -4.76502 0.94830 -0.01 0.00 0.01
H -1.20131 -0.52126 -0.15551 0.03 -0.01 -0.04
C -0.17802 4.47598 -1.65057 0.02 0.01 0.00
H -1.80453 3.97456 1.88284 -0.02 0.00 0.00
H -4.16552 0.78073 -0.76201 -0.01 0.00 0.00
C -2.86756 4.90064 -2.10266 0.00 0.00 0.00
Pt 1.75004 0.40696 -0.25619 -0.07 0.01 0.03
C 0.81104 -2.43945 2.50292 0.00 0.01 0.00
```
Forces are in eV/Å.

Summary:
frontier orbital gap (spin up / spin down) = 5.8 / 5.8 eV
energy = -2567.9914 Eh
total charge = 0
HOMO level (spin up / spin down) = -0.30082 / -0.30080 Eh
E_LUMO (spin up / spin down) = -0.0862 / -0.0863 hartree
energy above the lowest of the compared OMol25 structures with the same formula, charge and spin = 72.6 kJ/mol

---

[5]
This record from the OMol25 dataset describes a gas-phase ion, C5H12NO (charge +1). The level of theory is ωB97M-V/def2-TZVPD.

```
19
Properties=species:S:1:pos:R:3:forces:R:3
O 1.09170 0.03744 0.26395 0.54 -0.25 -0.78
H 1.02925 -1.89360 0.69452 -0.83 -0.07 -0.02
H 1.10556 2.00973 0.05242 -0.88 -0.74 -0.89
H 2.86679 -0.48381 0.70440 0.92 -0.89 0.33
H 2.64282 -0.11746 -0.96113 0.31 -0.72 -0.62
C -0.94591 1.28959 0.46635 0.38 -0.86 -1.42
N 2.50067 0.10783 0.00054 -1.06 1.32 0.49
H 0.74351 -1.62100 -0.96564 -0.25 0.34 -0.96
C 0.44615 -1.26467 0.00072 -0.21 -0.31 1.64
H -1.47643 -1.96880 -0.34139 -0.03 -0.12 1.03
H -1.27008 -1.30733 1.40995 0.11 0.01 -1.43
C -1.08315 -1.15549 0.30336 0.14 -1.47 -0.44
H -1.55476 0.28388 -1.24665 -0.07 -0.40 -1.35
H 0.21980 1.13471 -1.40694 0.72 -0.09 1.51
H -0.85351 1.13212 1.60701 -0.17 0.92 -1.91
C -1.74079 0.09868 -0.22319 -1.62 2.56 2.29
C 0.39608 1.19355 -0.27946 0.35 2.06 1.07
H -1.20726 2.27649 0.02163 -0.81 -0.36 1.30
H -2.91044 0.24816 -0.10047 2.48 -0.95 0.16
```
Forces are in eV/Å.

Summary:
frontier orbital gap = 12.5 eV
energy = -327.3156 Eh
total charge = +1
HOMO level = -0.57110 Eh
E_LUMO = -0.1104 hartree
energy above the lowest of the compared OMol25 structures with the same formula, charge and spin = 377.9 kJ/mol

---

[6]
This record from the OMol25 dataset describes a molecular structure, H18InO9. The level of theory is ωB97M-V/def2-TZVPD.

```
28
Properties=species:S:1:pos:R:3:forces:R:3
H 2.56125 0.06746 1.13796 0.13 0.26 0.08
H 0.00925 -2.52854 -1.63404 -0.61 -0.18 -1.57
O 2.04425 -0.63554 0.72196 1.10 -0.31 0.69
H 1.14825 1.50546 -1.86504 0.04 -0.87 -0.08
O -0.88675 1.83446 -0.44304 -0.33 1.79 1.19
O -0.35275 0.70946 1.99196 1.10 -0.11 1.93
H 2.70225 -1.15154 0.23296 -0.07 -0.37 -0.17
O 1.11725 0.53946 -1.66804 1.09 0.80 -1.76
O -0.25475 -2.00254 1.75796 1.25 0.83 -1.91
In 0.14925 -0.06154 0.06396 -2.01 -0.33 -0.63
H -2.59575 -0.69754 -0.62204 0.37 -0.11 -0.60
H -1.63375 2.08146 -1.00004 -0.27 -0.21 -0.27
H 2.29925 2.53146 0.32396 0.70 0.58 -0.30
H -0.90675 2.53046 0.27296 0.26 -0.79 -1.13
H -1.51975 0.53446 -2.90604 -0.36 0.45 -0.89
H -0.88975 1.37446 2.45796 -0.05 -0.13 -0.10
O -2.00375 -0.65154 0.14196 -0.53 -0.09 -0.18
H 1.20425 0.02646 -2.51104 -0.15 0.63 0.81
H -2.62575 -0.54854 0.86296 -0.09 0.11 0.76
H -1.11575 -2.20454 2.02796 -2.71 -0.78 0.02
O 0.23325 -1.99954 -0.88604 0.80 -0.39 0.71
H 0.14925 -2.02054 2.59296 1.79 -0.32 1.93
O -1.29575 -0.29854 -2.51304 0.39 0.65 2.17
H 1.42325 2.33246 1.58196 0.34 0.13 -0.79
H 0.49725 -2.68854 -0.27004 0.09 -0.25 0.81
H 0.32325 0.37346 2.64096 -1.14 0.49 -0.33
H -1.35675 -0.96654 -3.15804 -0.48 -1.16 -1.67
O 1.57625 2.01446 0.66596 -0.65 -0.31 1.29
```
Forces are in eV/Å.

Summary:
frontier orbital gap = 11.9 eV
energy = -877.0500 Eh
total charge = +3
HOMO level = -0.83967 Eh
E_LUMO = -0.4025 hartree
energy above the lowest of the compared OMol25 structures with the same formula, charge and spin = 76.1 kJ/mol